[1]
Computed, not measured: C31H25F12N7O11SZr as an isolated structure in a non-equilibrium geometry, with ωB97M-V/def2-TZVPD.

## Properties
Kohn-Sham gap = 6.1 eV
charge = -2
maximum force = 4.1 eV/A
LUMO = 3.92 eV

Positions of all 88 atoms, in Å:
Zr -17.044 -9.778 -3.362
C -23.069 -12.808 -0.836
C -21.885 -12.051 -1.434
C -21.703 -10.711 -0.891
C -20.759 -9.944 -1.514
C -20.008 -10.394 -2.655
N -19.401 -9.583 -3.567
C -20.241 -8.712 -4.269
C -21.645 -8.803 -4.102
C -22.507 -7.882 -4.650
C -21.979 -6.913 -5.565
C -22.816 -5.746 -6.083
C -20.609 -6.843 -5.734
C -19.754 -7.799 -5.221
C -18.306 -7.775 -5.770
O -17.435 -8.587 -4.995
C -18.432 -8.562 -7.145
F -18.970 -9.797 -7.013
F -17.236 -8.789 -7.729
F -19.156 -7.796 -8.008
C -17.776 -6.308 -5.896
F -16.645 -4.386 -6.702
F -16.886 -4.492 -4.182
F -18.948 -4.110 -5.238
C -19.966 -11.773 -2.851
C -20.968 -12.590 -2.289
C -18.827 -12.510 -3.629
O -17.658 -11.794 -3.607
C -19.067 -12.942 -5.162
F -19.552 -14.245 -5.249
F -19.911 -12.049 -5.690
F -17.916 -12.859 -5.892
C -18.390 -13.868 -2.947
F -19.370 -14.770 -2.986
F -17.237 -14.368 -3.510
F -18.065 -13.606 -1.676
H -22.847 -13.868 -0.912
H -23.929 -12.706 -1.424
H -23.273 -12.505 0.224
H -22.357 -10.376 -0.068
H -20.614 -8.948 -1.143
H -22.030 -9.519 -3.384
H -23.547 -7.892 -4.290
H -22.441 -4.820 -5.625
H -23.903 -5.778 -5.850
H -22.762 -5.675 -7.143
H -20.229 -6.156 -6.468
H -21.094 -13.577 -2.669
N -15.762 -10.587 -5.185
C -14.795 -11.619 -4.944
C -13.609 -11.275 -4.011
C -14.086 -11.011 -2.514
O -13.442 -11.251 -1.523
O -15.289 -10.480 -2.553
H -16.462 -10.690 -5.903
H -15.229 -9.761 -5.474
H -14.278 -11.936 -5.926
H -15.208 -12.565 -4.505
H -13.135 -10.340 -4.303
H -12.854 -12.021 -4.048
N -15.005 -6.992 -6.427
N -15.786 -6.418 -7.415
C -16.944 -5.659 -7.135
N -17.759 -5.475 -8.247
S -18.168 -5.447 -4.596
H -15.497 -7.132 -5.552
H -14.301 -6.234 -6.186
H -15.616 -6.629 -8.409
H -18.062 -6.304 -8.757
H -17.952 -4.564 -8.587
O -18.552 -7.799 0.012
C -17.728 -8.198 -0.826
O -17.734 -9.301 -1.460
C -16.596 -7.191 -1.014
C -16.449 -6.165 -0.054
C -15.328 -5.413 -0.053
C -14.206 -5.688 -0.813
C -14.333 -6.711 -1.699
C -15.568 -7.346 -2.041
O -15.803 -7.788 -3.217
N -13.109 -7.074 -2.399
O -13.088 -7.501 -3.584
O -12.115 -6.787 -1.735
N -15.347 -4.224 0.768
O -14.325 -3.486 0.792
O -16.427 -3.937 1.337
H -17.369 -5.997 0.515
H -13.327 -5.067 -0.784

[2]
Computed, not measured: C31H25N10O8PS2Tb as an isolated structure in a non-equilibrium geometry, with ωB97M-V/def2-TZVPD.

## Properties
Kohn-Sham gap (alpha / beta) = 5.8 / 5.8 eV
2S+1 = 7
charge = -1
relative energy (zero: lowest compared OMol25 entry of this formula, charge and spin) = 286.95 kJ/mol
maximum force = 1.8 eV/A
LUMO (alpha / beta) = 0.81 / 0.81 eV

Positions of all 78 atoms, in Å:
Tb -1.294 0.084 -0.184
S -2.695 2.233 1.216
C -1.164 2.571 1.903
C -0.974 3.589 2.855
C 0.291 3.841 3.328
C 1.354 3.068 2.858
C 1.083 2.073 1.937
N -0.136 1.811 1.467
H -1.830 4.154 3.186
H 0.461 4.645 4.031
H 2.363 3.244 3.203
H 1.873 1.454 1.523
O -3.314 -2.956 0.714
C -2.451 -2.255 1.248
O -2.471 -0.988 1.303
C -1.204 -2.892 1.876
P 0.083 -1.547 1.764
C 0.184 -1.091 3.546
C -0.819 -0.252 4.027
C -0.810 0.167 5.344
C 0.206 -0.236 6.198
C 1.205 -1.069 5.727
C 1.192 -1.500 4.411
C 1.653 -2.455 1.533
C 2.814 -1.708 1.739
C 4.059 -2.246 1.483
C 4.169 -3.536 0.987
C 3.024 -4.276 0.752
C 1.775 -3.741 1.020
H -0.939 -3.775 1.294
H -1.390 -3.184 2.913
H -1.614 0.055 3.359
H -1.599 0.814 5.697
H 0.209 0.082 7.230
H 1.998 -1.385 6.392
H 1.960 -2.171 4.056
H 2.723 -0.691 2.100
H 4.951 -1.658 1.650
H 5.137 -3.954 0.749
H 3.094 -5.264 0.322
H 0.898 -4.329 0.796
C -5.007 -3.088 -3.348
C -4.958 -1.611 -3.330
N -5.622 -0.812 -4.103
N -5.251 0.441 -3.738
C -4.337 0.436 -2.737
S -3.619 1.718 -2.001
N -4.159 -0.904 -2.464
N -3.274 -1.368 -1.509
H -5.766 -3.415 -4.053
H -5.236 -3.476 -2.356
H -4.042 -3.492 -3.654
H -5.622 1.255 -4.198
H -2.591 -2.023 -1.911
H -3.738 -1.864 -0.720
O -0.771 0.780 -2.346
C 0.314 1.174 -1.870
O 0.820 0.726 -0.822
C 1.062 2.275 -2.578
C 1.588 3.315 -1.822
C 2.313 4.321 -2.457
C 2.553 4.279 -3.823
C 2.019 3.230 -4.557
C 1.254 2.235 -3.950
N 2.268 3.173 -5.975
O 1.706 2.307 -6.615
O 3.030 3.996 -6.447
N 2.839 5.420 -1.690
O 2.575 5.460 -0.504
O 3.519 6.245 -2.272
H 1.438 3.351 -0.752
H 3.142 5.049 -4.301
H 0.833 1.440 -4.547
N -0.519 -1.952 -1.104
C 0.373 -2.492 -1.656
N 1.128 -3.151 -2.388
C 2.324 -3.605 -2.404
N 3.360 -4.095 -2.550

[3]
Computed, not measured: C31H25NPRuS4Se2 as an isolated structure in a non-equilibrium geometry, with ωB97M-V/def2-TZVPD.

## Properties
Kohn-Sham gap (alpha / beta) = 5.5 / 6.0 eV
2S+1 = 2
relative energy (zero: lowest compared OMol25 entry of this formula, charge and spin) = 195.78 kJ/mol
maximum force = 2.5 eV/A
LUMO (alpha / beta) = -0.80 / -0.92 eV

Positions of all 65 atoms, in Å:
Ru 0.189 -0.970 -0.011
S -1.060 -2.597 3.010
C -1.583 -1.021 3.541
C -2.524 -0.997 4.586
C -2.933 0.171 5.191
C -2.435 1.392 4.750
C -1.552 1.403 3.688
C -1.114 0.220 3.085
S -0.013 0.571 1.704
C 1.612 0.467 2.516
C 2.384 -0.751 2.079
C 3.764 -0.821 2.227
C 4.436 -1.924 1.733
C 3.725 -2.941 1.116
C 2.354 -2.815 1.021
C 1.453 -3.778 0.320
S 0.710 -2.948 -1.157
C -0.763 -3.959 -1.135
C -0.792 -5.150 -1.844
C -1.912 -5.963 -1.774
C -2.997 -5.571 -0.996
C -2.970 -4.378 -0.298
C -1.849 -3.546 -0.361
S -1.867 -2.010 0.480
N 1.698 -1.737 1.486
H -2.915 -1.950 4.918
H -3.648 0.131 6.003
H -2.745 2.322 5.208
H -1.187 2.346 3.299
H 1.430 0.458 3.591
H 2.166 1.375 2.275
H 4.298 -0.002 2.689
H 5.515 -1.979 1.804
H 4.226 -3.805 0.702
H 0.612 -3.983 0.984
H 1.935 -4.704 0.018
H 0.063 -5.437 -2.443
H -1.941 -6.894 -2.323
H -3.876 -6.200 -0.943
H -3.816 -4.071 0.302
Se 2.043 0.050 -1.116
P 0.416 1.492 -2.230
Se -1.297 0.427 -1.339
C 0.827 2.904 -1.140
C 2.110 3.440 -1.253
C 2.497 4.517 -0.474
C 1.608 5.064 0.442
C 0.336 4.530 0.568
C -0.055 3.456 -0.219
C -0.371 2.377 -3.633
C -1.415 3.281 -3.454
C -1.982 3.916 -4.545
C -1.509 3.660 -5.827
C -0.470 2.764 -6.013
C 0.095 2.124 -4.919
H 2.814 2.999 -1.948
H 3.496 4.923 -0.574
H 1.908 5.904 1.055
H -0.359 4.950 1.284
H -1.041 3.027 -0.104
H -1.787 3.488 -2.458
H -2.795 4.615 -4.397
H -1.954 4.160 -6.677
H -0.099 2.560 -7.009
H 0.904 1.418 -5.065

[4]
Computed, not measured: C31H26Br2MnPTe as an isolated structure in a non-equilibrium geometry, with ωB97M-V/def2-TZVPD.

## Properties
Kohn-Sham gap (alpha / beta) = 6.7 / 6.9 eV
2S+1 = 2
charge = +1
maximum force = 2.7 eV/A
LUMO (alpha / beta) = -3.84 / -3.61 eV

Positions of all 62 atoms, in Å:
Mn -1.761 0.623 -0.589
Br -4.672 -1.096 1.522
C -5.411 -0.219 -0.021
Br -4.068 1.029 -0.840
H -6.262 0.395 0.270
H -5.665 -0.954 -0.784
C 2.027 -0.959 5.949
C 2.015 0.066 5.018
C 1.022 0.128 4.055
C 0.039 -0.854 4.020
C 0.071 -1.896 4.942
C 1.070 -1.957 5.894
P -1.413 -0.847 2.909
C -1.491 0.904 2.346
C -2.470 1.693 2.939
C -2.667 3.011 2.550
C -1.920 3.542 1.512
C -0.914 2.783 0.914
C -0.662 1.465 1.344
C -0.819 -1.672 1.386
C -0.111 -2.866 1.524
C 0.171 -3.643 0.416
C -0.305 -3.273 -0.833
C -1.021 -2.096 -0.970
C -1.253 -1.239 0.117
H 2.781 -0.979 6.722
H 2.781 0.827 5.051
H 1.006 0.943 3.347
H -0.705 -2.647 4.915
H 1.093 -2.765 6.607
H -3.067 1.269 3.733
H -3.399 3.620 3.059
H -2.091 4.555 1.180
H -0.255 3.254 0.190
H 0.284 0.968 1.085
H 0.238 -3.169 2.505
H 0.743 -4.553 0.532
H -0.119 -3.888 -1.702
H -1.421 -1.852 -1.955
Te -0.776 1.016 -3.108
C 0.962 2.271 -3.107
C 1.348 2.926 -4.266
C 2.536 3.638 -4.284
C 3.336 3.689 -3.153
C 2.940 3.042 -1.993
C 1.747 2.340 -1.967
C 0.409 -0.738 -3.575
C 1.529 -1.074 -2.828
C 2.257 -2.205 -3.156
C 1.855 -3.017 -4.206
C 0.723 -2.691 -4.933
C 0.005 -1.547 -4.625
H 0.729 2.871 -5.151
H 2.839 4.138 -5.192
H 4.271 4.229 -3.176
H 3.562 3.070 -1.111
H 1.425 1.830 -1.062
H 1.837 -0.463 -1.989
H 3.133 -2.459 -2.579
H 2.417 -3.905 -4.452
H 0.389 -3.323 -5.742
H -0.871 -1.284 -5.202

[5]
Computed, not measured: C31H26BrIN2O7STc as an isolated structure, with ωB97M-V/def2-TZVPD.

## Properties
Kohn-Sham gap (alpha / beta) = 6.8 / 7.1 eV
2S+1 = 4
relative energy (zero: lowest compared OMol25 entry of this formula, charge and spin) = 144.59 kJ/mol
maximum force = 1.0 eV/A
LUMO (alpha / beta) = -1.34 / -1.34 eV

Positions of all 70 atoms, in Å:
Tc 0.988 0.295 -0.273
C -1.984 3.623 -1.269
C -2.494 2.375 -0.621
N -3.670 2.384 -0.043
C -4.141 1.256 0.522
C -3.482 0.051 0.488
C -4.118 -1.175 1.082
O -3.240 -1.715 2.055
C -2.210 0.021 -0.117
C -1.532 -1.246 -0.304
N -0.344 -1.448 -0.779
C -0.007 -2.804 -1.072
C -1.014 -3.710 -1.428
C -0.746 -5.035 -1.704
C 0.555 -5.505 -1.655
C 1.576 -4.616 -1.373
C 1.302 -3.281 -1.109
I 2.977 -2.045 -0.949
C -1.688 1.208 -0.631
O -0.481 1.273 -1.162
H -2.761 4.382 -1.245
H -1.689 3.427 -2.300
H -1.094 3.991 -0.760
H -5.104 1.339 1.008
H -4.322 -1.913 0.291
H -5.081 -0.893 1.520
H -3.671 -2.445 2.510
H -2.118 -2.117 -0.031
H -2.031 -3.361 -1.542
H -1.557 -5.693 -1.982
H 0.785 -6.539 -1.869
H 2.602 -4.950 -1.381
O 0.471 -1.136 3.543
C 1.047 -0.444 2.730
O 0.888 -0.656 1.437
C 1.963 0.655 3.197
C 2.114 0.762 4.581
C 2.926 1.722 5.150
C 3.613 2.608 4.331
C 3.478 2.518 2.960
C 2.658 1.545 2.377
S 2.667 1.606 0.609
H 1.566 0.059 5.191
H 3.026 1.778 6.224
H 4.254 3.366 4.758
H 4.010 3.202 2.313
Br 0.400 -4.500 -5.724
C 0.852 -2.800 -5.013
C 2.105 -2.263 -5.265
C 2.432 -1.036 -4.713
C 1.533 -0.367 -3.889
C 0.269 -0.902 -3.686
C -0.083 -2.118 -4.253
C 1.995 0.909 -3.236
O 2.511 1.776 -3.902
O 1.917 0.985 -1.927
H 2.812 -2.799 -5.881
H 3.401 -0.596 -4.903
H -0.451 -0.357 -3.092
H -1.067 -2.540 -4.098
C 0.343 4.047 1.753
C -0.363 2.847 2.308
C -1.015 3.006 3.657
O -0.438 1.787 1.725
H -0.319 4.913 1.817
H 0.673 3.891 0.732
H 1.209 4.262 2.384
H -0.527 3.775 4.254
H -1.020 2.053 4.179
H -2.052 3.310 3.495

[6]
Computed, not measured: C31H26CeIN2O4S2 as an isolated structure in a non-equilibrium geometry, with ωB97M-V/def2-TZVPD.

## Properties
Kohn-Sham gap (alpha / beta) = 4.3 / 4.3 eV
2S+1 = 2
charge = -2
relative energy (zero: lowest compared OMol25 entry of this formula, charge and spin) = 0.00 kJ/mol
maximum force = 1.7 eV/A
LUMO (alpha / beta) = 3.46 / 3.46 eV

Positions of all 67 atoms, in Å:
Ce 5.320 -1.018 17.085
C 7.147 -2.842 17.882
C 6.188 -3.678 17.236
C 5.345 -4.212 18.231
C 5.772 -3.723 19.474
C 6.871 -2.878 19.269
H 8.038 -2.441 17.432
H 6.228 -3.997 16.205
H 4.525 -4.904 18.057
H 5.343 -3.978 20.437
H 7.440 -2.378 20.045
C 6.462 -0.540 12.088
C 6.196 -0.289 13.555
S 6.110 -1.760 14.492
C 6.047 0.985 14.052
C 6.258 2.209 13.196
S 5.626 1.418 15.696
H 6.418 -1.625 11.911
H 7.460 -0.168 11.779
H 5.702 -0.048 11.443
H 6.449 1.969 12.142
H 7.116 2.781 13.589
H 5.370 2.862 13.268
I 2.002 -1.741 24.053
C 2.003 -1.646 21.938
C 0.816 -1.374 21.278
C 0.812 -1.338 19.900
C 1.984 -1.582 19.180
C 3.151 -1.874 19.863
C 3.178 -1.892 21.246
C 1.945 -1.501 17.653
O 0.849 -1.444 17.107
O 3.094 -1.523 17.067
H -0.104 -1.210 21.841
H -0.100 -1.099 19.343
H 4.072 -2.099 19.335
H 4.109 -2.102 21.785
O 7.042 0.257 18.406
C 6.149 0.825 19.066
N 6.354 1.858 19.914
C 5.115 2.271 20.535
C 4.133 1.244 19.854
O 2.939 1.224 20.082
N 4.845 0.431 19.043
C 4.686 3.674 20.193
C 4.672 4.674 21.160
C 4.167 5.929 20.868
C 3.673 6.202 19.603
C 3.739 5.225 18.619
C 4.249 3.974 18.906
C 5.086 1.977 22.014
C 6.226 1.626 22.729
C 6.137 1.303 24.076
C 4.911 1.309 24.719
C 3.772 1.652 24.007
C 3.859 1.999 22.674
H 7.189 2.452 19.852
H 5.053 4.475 22.162
H 4.149 6.693 21.650
H 3.235 7.179 19.385
H 3.367 5.438 17.611
H 4.290 3.213 18.112
H 7.201 1.589 22.233
H 7.044 1.036 24.621
H 4.836 1.036 25.773
H 2.796 1.639 24.500
H 2.960 2.253 22.099